4 unconnected molecules or ions with the total composition C41H63ClNO16P3S in a non-equilibrium geometry. Source: the Open Molecules 2025 dataset; level of theory: wB97M-V/def2-TZVPD.

```
! wB97M-V def2-TZVPD RIJCOSX def2/J DEFGRID3
* xyz 0 1
C 4.7379 -5.0683 -2.3590
C 6.2677 -4.7483 -2.9535
O 7.0877 -5.8035 -3.0251
O 6.5745 -3.3741 -3.3896
C 7.8265 -2.8697 -2.8041
O 9.0347 -3.4703 -2.9029
C 7.8313 -1.4135 -1.9870
C 6.3883 -1.0444 -1.3009
C 5.6433 -2.2614 -0.4414
C 4.1824 -1.9569 0.2410
C 3.3962 -0.4886 0.1767
C 4.1585 0.7120 -0.6357
C 5.6250 0.4161 -1.3737
S 3.3007 2.4189 -0.6995
C 1.4810 1.9798 -0.4768
C 0.3242 3.0273 -1.0775
C -1.2720 2.6072 -0.8625
C -1.7256 1.1800 -0.1181
O -3.1653 0.9109 0.0210
C -3.6449 -0.0920 -0.9427
C -5.1985 -0.4520 -0.5249
C -6.0314 0.8172 0.1157
C -5.3240 -1.6925 0.5670
C -4.8285 -1.2923 2.0862
C -4.5563 -3.0689 0.0867
C -0.5067 0.2091 0.4396
C -0.9039 -1.2254 1.1864
C -0.7662 -2.4229 0.0606
C 0.6627 -3.2258 0.0891
Cl 1.4612 -3.0157 -1.6009
C 1.1143 0.5844 0.2980
N 2.0793 -0.4018 0.9101
C 2.2393 -0.2317 2.4041
C 1.7593 1.2192 2.9970
C 0.3713 1.2320 3.9039
C -0.2222 2.5898 4.6113
C 0.5803 4.0166 4.4364
C 1.9588 4.0031 3.4931
C 2.5512 2.6393 2.7867
H 3.9059 -4.4137 -2.8657
H 4.7005 -5.0863 -1.1881
H 4.5180 -6.1897 -2.7049
H 8.6985 -1.4361 -1.1727
H 8.0795 -0.5909 -2.7987
H 6.1644 -3.3195 -0.3283
H 3.6701 -2.8485 0.8233
H 6.1732 1.2867 -1.9557
H 0.5785 4.0420 -1.6032
H -2.1559 3.3152 -1.2386
H -3.6772 0.4277 -2.0142
H -2.9490 -1.0376 -1.0196
H -5.7996 -0.8074 -1.4928
H -7.1200 0.4457 0.3567
H -5.5799 1.2261 1.1241
H -6.1378 1.7156 -0.6424
H -6.4773 -1.9475 0.6276
H -4.2660 -2.1490 2.6546
H -5.8148 -1.0750 2.7136
H -4.1773 -0.3013 2.1027
H -3.6702 -3.2394 0.8594
H -5.3168 -3.9653 0.2781
H -4.1937 -3.0096 -1.0256
H -2.0417 -1.1282 1.4848
H -0.2989 -1.4104 2.1709
H -1.6168 -3.2398 0.1278
H -0.8603 -1.9042 -0.9998
H 0.4200 -4.3922 0.1645
H 1.3706 -2.9459 0.9785
H 1.7127 -1.1146 3.0084
H 3.4021 -0.3631 2.6364
H -0.2246 0.2092 4.0500
H -1.1933 2.4858 5.2564
H 0.1876 5.0098 4.9684
H 2.5095 5.0502 3.4009
H 3.5424 2.6908 2.1669
C -9.5956 -6.7015 1.5814
O -9.5768 -5.8773 2.7277
P -8.1565 -5.4020 3.3188
O -7.0837 -5.1448 2.3106
O -7.7988 -6.5103 4.4330
C -7.7225 -7.8604 4.0414
O -8.5618 -4.1299 4.2195
C -7.5173 -3.4361 4.8658
H -10.4092 -6.3731 0.9295
H -8.6581 -6.6540 1.0213
H -9.7839 -7.7352 1.8813
H -7.3083 -7.9652 3.0355
H -8.7249 -8.2948 4.0783
H -7.0838 -8.4012 4.7448
H -7.1898 -2.6060 4.2349
H -6.6701 -4.0909 5.0841
H -7.8997 -3.0325 5.8089
C 4.5558 -1.2638 -5.3306
O 3.6519 -0.6151 -6.1999
P 2.7779 0.6136 -5.6348
O 3.4531 1.4840 -4.6249
O 1.4039 -0.0696 -5.1420
C 1.4673 -1.0913 -4.1755
O 2.3212 1.3659 -6.9836
C 1.5524 2.5400 -6.8404
H 5.4727 -1.4847 -5.8832
H 4.8100 -0.6495 -4.4631
H 4.1183 -2.2052 -4.9895
H 2.2607 -0.9078 -3.4467
H 1.6402 -2.0445 -4.6820
H 0.5103 -1.1463 -3.6499
H 2.2152 3.4089 -6.8434
H 0.9624 2.5285 -5.9208
H 0.8699 2.6145 -7.6931
C 1.6640 9.2750 2.8149
O 1.5964 8.5213 1.6228
P 2.9678 8.1024 0.8904
O 4.1220 7.8005 1.7906
O 3.2227 9.2804 -0.1796
C 3.3185 10.6056 0.2860
O 2.5018 6.8810 -0.0501
C 3.4962 6.2421 -0.8202
H 0.9096 8.8966 3.5095
H 2.6446 9.2073 3.2931
H 1.4422 10.3220 2.5948
H 3.8127 10.6559 1.2594
H 2.3124 11.0272 0.3571
H 3.8923 11.1966 -0.4328
H 3.8819 5.3804 -0.2697
H 4.3166 6.9206 -1.0663
H 3.0416 5.8903 -1.7519
*
```

SMILES string	CC(=O)OC(=O)Cc1ccc2c(c1)Sc1ccc(OC[C@H](C)C(C)C)c(CCCCl)c1N2Cc1ccccc1.COP(=O)(OC)OC.COP(=O)(OC)OC.COP(=O)(OC)OC
HOMO-LUMO gap	7.5	eV
electronic energy	-128988.3312	eV

5 unconnected molecules or ions with the total composition CH13NO4 in a non-equilibrium geometry. Source: the Open Molecules 2025 dataset; level of theory: wB97M-V/def2-TZVPD.

```
! wB97M-V def2-TZVPD RIJCOSX def2/J DEFGRID3
* xyz 0 1
C -0.5137 2.3600 -0.0941
N -1.3233 1.1162 -0.2816
H 0.5428 2.1250 -0.1689
H -0.9984 2.7103 0.8893
H -0.8788 3.0306 -0.9859
H -1.8158 1.1186 -1.1252
H -0.8329 0.2930 -0.1896
O 2.5245 -1.7355 -1.1102
H 2.4629 -0.9642 -0.5962
H 2.2630 -2.4543 -0.4960
O -0.5799 -2.1491 -1.7243
H -0.6139 -1.8438 -2.5807
H 0.2862 -2.2912 -1.4814
O -1.7367 -1.3228 0.7493
H -2.5260 -1.4741 0.3435
H -1.9691 -0.6725 1.5383
O 2.0741 0.6344 2.1365
H 1.8696 0.0757 2.8331
H 1.7651 1.4436 2.3442
*
```

SMILES string	CN.O.O.O.O
HOMO-LUMO gap	9.2	eV
electronic energy	-10926.2264	eV
ΔE to the lowest compared entry with this formula, charge and spin	55.9	kcal/mol

A molecular structure, C44H43B2ClF4N5O5P2Se3Sr in a non-equilibrium geometry. Source: the Open Molecules 2025 dataset; level of theory: wB97M-V/def2-TZVPD.

```
! wB97M-V def2-TZVPD RIJCOSX def2/J DEFGRID3
* xyz -1 1
Sr 0.6079 0.2934 -0.3126
C -0.5238 3.2651 -3.8077
C -0.5065 2.4279 -2.5716
N 0.4862 2.3424 -1.7688
O 1.6208 3.0049 -2.1086
B 2.3838 3.5840 -0.9346
F 1.6847 4.7307 -0.5210
F 3.6488 3.8571 -1.4341
O 2.6151 2.6927 0.2609
N 1.4571 2.2133 0.8511
C 0.8373 2.9200 1.7061
C 1.3251 4.2058 2.2833
C -0.5357 2.3702 2.1053
N -0.9923 1.4298 1.3633
O -2.2330 0.9622 1.6960
B -3.1910 0.8561 0.5215
F -4.2681 0.1284 0.9649
F -3.5390 2.1839 0.1710
O -2.6847 0.1557 -0.7186
N -1.5754 0.7636 -1.2632
C -1.7623 1.6785 -2.1329
C -3.0838 2.0755 -2.6992
C -1.3198 2.9787 3.2224
H 0.4522 3.7157 -3.9588
H -1.2710 4.0569 -3.7137
H -0.7856 2.6618 -4.6802
H 2.3322 4.4048 1.9348
H 1.3065 4.1438 3.3744
H 0.6869 5.0353 1.9746
H -3.8489 1.3839 -2.3625
H -3.0306 2.0869 -3.7917
H -3.3575 3.0760 -2.3587
H -1.0557 4.0254 3.3636
H -1.1299 2.4446 4.1585
H -2.3802 2.8839 3.0057
Se -2.5236 -2.6108 2.3090
P -1.7673 -3.5985 0.4522
Se -0.7061 -2.5821 -1.0804
C -0.8850 -5.1245 0.8954
C -0.6739 -5.5037 2.2146
C 0.1069 -6.6153 2.5098
C 0.6648 -7.3633 1.4858
C 0.4369 -7.0006 0.1625
C -0.3213 -5.8800 -0.1334
C -3.4156 -4.1361 -0.1025
C -4.1773 -4.9846 0.7064
C -5.4196 -5.4240 0.2773
C -5.9095 -5.0159 -0.9586
C -5.1637 -4.1576 -1.7518
C -3.9166 -3.7146 -1.3269
H -1.1077 -4.9238 3.0183
H 0.2984 -6.8741 3.5433
H 1.2892 -8.2183 1.7155
H 0.8728 -7.5799 -0.6427
H -0.4492 -5.5669 -1.1617
H -3.7966 -5.3062 1.6687
H -6.0046 -6.0811 0.9083
H -6.8733 -5.3714 -1.3017
H -5.5543 -3.8189 -2.7032
H -3.3291 -3.0295 -1.9258
O 2.1537 -0.1082 -1.9035
P 2.4591 -0.7610 -3.2344
C 2.3883 -2.5405 -3.1482
C 1.7673 -3.3270 -4.1225
C 1.6934 -4.7018 -3.9612
C 2.2310 -5.2922 -2.8233
C 2.8494 -4.5180 -1.8530
C 2.9385 -3.1438 -2.0149
C 4.0999 -0.2867 -3.7535
C 4.7944 -0.9731 -4.7496
C 6.0679 -0.5621 -5.1077
C 6.6464 0.5314 -4.4688
C 5.9565 1.2150 -3.4794
C 4.6783 0.8085 -3.1131
C 1.3161 -0.2612 -4.5267
C -0.0191 -0.6768 -4.4536
C -0.9279 -0.2821 -5.4229
C -0.5127 0.5277 -6.4739
C 0.8017 0.9638 -6.5406
C 1.7146 0.5781 -5.5660
H 1.3360 -2.8696 -5.0028
H 1.1994 -5.3079 -4.7103
H 2.1510 -6.3641 -2.6847
H 3.2311 -4.9667 -0.9451
H 3.3810 -2.5487 -1.2257
H 4.3445 -1.8313 -5.2374
H 6.6129 -1.0933 -5.8775
H 7.6451 0.8477 -4.7445
H 6.4027 2.0687 -2.9861
H 4.1305 1.3443 -2.3459
H -0.3601 -1.3063 -3.6383
H -1.9582 -0.6083 -5.3548
H -1.2221 0.8300 -7.2347
H 1.1186 1.6137 -7.3461
H 2.7374 0.9289 -5.6173
Se 1.7582 -2.6047 1.3557
C 2.8178 -2.9238 2.8968
C 3.3361 -4.1945 3.1839
C 4.0910 -4.4037 4.3252
N 4.3836 -3.4623 5.2310
C 3.8854 -2.2503 4.9614
C 3.1230 -1.9415 3.8471
H 3.1363 -5.0174 2.5064
H 4.4883 -5.3946 4.5275
H 4.1100 -1.4705 5.6831
H 2.7641 -0.9296 3.7047
Cl -1.6286 -1.1504 4.7653
C -0.9854 -1.8522 3.2272
H -0.2339 -2.5958 3.4545
H -0.5634 -1.0495 2.6426
*
```

HOMO-LUMO gap	6.5	eV
electronic energy	-304224.9605	eV
ΔE to the lowest compared entry with this formula, charge and spin	17.1	kcal/mol

A molecular structure, FH10HfO5 in a non-equilibrium geometry. Source: the Open Molecules 2025 dataset; level of theory: wB97M-V/def2-TZVPD.

```
! wB97M-V def2-TZVPD RIJCOSX def2/J DEFGRID3
* xyz 3 1
Hf 0.6316 1.3329 -1.2719
F 0.2558 0.0981 0.0635
O 1.8287 -0.2623 -1.3903
H 1.5982 -0.9623 -2.0011
H 2.5534 -0.6202 -0.8775
O -1.2350 1.5408 -0.8476
H -2.0248 1.0784 -0.5671
H -1.5163 2.4485 -0.9622
O 1.4745 -0.1329 2.2481
H 0.8926 -0.6661 2.7897
H 1.1738 -0.2840 1.3520
O -1.9765 0.8791 1.5103
H -2.7758 0.4851 1.1607
H -1.3321 0.7761 0.8100
O -0.0511 -1.8875 -1.0063
H 0.4601 -2.6216 -0.6659
H 0.0428 -1.2023 -0.3446
*
```

HOMO-LUMO gap	3.9	eV
electronic energy	-14383.8163	eV
ΔE to the lowest compared entry with this formula, charge and spin	99.2	kcal/mol

- Which value of electronic energy does entry 3 give?
  -304224.9605 eV

- Number 2 is which compound?
  CH13NO4

- Among the records above, which one has the highest HOMO-LUMO gap?
  CH13NO4

- Among the records above, which one has the lowest electronic energy?
  C44H43B2ClF4N5O5P2Se3Sr